Below is the molecule C21H24N2O3S2, with properties calculated with wB97M-V/def2-TZVPD.

Output
HOMO, eV: -8.067
Energy relative to the best compared isomer or geometry (same formula, charge and spin), kJ/mol: 13.8
SMILES: CCOC(=O)CCSCC(=O)N1N=C(c2cccs2)C[C@@H]1c1ccc(C)cc1
LUMO level, eV: 0.1
Net charge: 0

```
52
C21H24N2O3S2 (wB97M-V/def2-TZVPD)
C 6.281 -2.640 1.351
C 5.499 -1.345 1.181
H 5.839 -0.791 0.303
H 5.595 -0.723 2.076
O 4.113 -1.598 0.944
C 3.348 -1.831 2.010
O 3.754 -1.854 3.141
C 1.903 -2.092 1.625
H 1.281 -1.822 2.481
C 1.463 -1.347 0.377
H 0.432 -1.597 0.125
H 2.109 -1.579 -0.467
S 1.565 0.461 0.654
C 1.759 1.015 -1.076
C 0.543 0.544 -1.830
O 0.510 -0.481 -2.483
N -0.557 1.321 -1.668
N -0.558 2.499 -1.016
C -1.754 2.969 -0.973
C -2.080 4.205 -0.345
C -1.243 5.062 0.328
C -1.908 6.195 0.823
C -3.237 6.197 0.529
S -3.710 4.810 -0.361
H -3.974 6.933 0.783
H -1.423 6.979 1.377
H -0.196 4.859 0.452
C -2.771 2.077 -1.652
H -3.564 1.787 -0.959
H -3.228 2.590 -2.499
C -1.906 0.880 -2.074
C -2.243 -0.397 -1.350
C -2.677 -1.521 -2.036
C -2.953 -2.692 -1.355
C -2.797 -2.771 0.024
C -2.363 -1.642 0.706
C -2.090 -0.467 0.030
H -1.740 0.395 0.581
H -2.229 -1.681 1.778
C -3.076 -4.054 0.745
H -2.318 -4.797 0.494
H -4.044 -4.456 0.451
H -3.069 -3.907 1.822
H -3.287 -3.562 -1.902
H -2.788 -1.482 -3.110
H -1.910 0.710 -3.155
H 1.819 2.099 -1.037
H 2.666 0.572 -1.484
H 1.799 -3.168 1.458
H 5.938 -3.164 2.240
H 6.141 -3.281 0.484
H 7.337 -2.415 1.460
```

Below is C18H18BBr12F3NO6P as an isolated structure, with properties calculated with wB97M-V/def2-TZVPD.

Output
HOMO, eV: -9.708
LUMO level, eV: -2.5
Net charge: 0

```
60
C18H18BBr12F3NO6P (wB97M-V/def2-TZVPD)
C -2.450 -0.368 3.558
B -1.302 -0.859 2.439
O 0.009 -1.403 2.867
N -1.715 -0.651 0.963
C -1.651 0.875 0.964
O -2.634 1.783 1.169
C -0.075 1.115 0.510
C 0.962 2.336 0.751
C 2.488 2.123 0.096
C 3.741 3.063 0.662
O 3.653 3.273 2.143
C 3.860 2.061 2.944
F 4.842 2.445 4.027
F 4.475 0.921 2.229
F 2.587 1.717 3.631
C 2.655 1.043 -1.168
P 4.265 1.135 -2.267
O 4.861 2.638 -2.325
C 1.503 -0.092 -1.489
C 1.526 -1.139 -2.765
C 0.953 -0.015 -4.066
C -0.108 1.238 -3.516
O -0.571 -0.059 -4.385
C 0.254 -0.189 -0.431
C -0.858 -1.351 -0.108
O -0.899 -2.656 -0.480
H -2.490 0.823 3.602
H -2.193 -0.722 4.644
H -3.539 -0.699 3.230
H 0.291 -0.789 3.623
H 0.679 3.233 1.462
H 3.645 4.092 0.172
H 4.805 2.617 0.343
H 5.332 0.301 -1.812
H 3.931 0.825 -3.672
H 0.722 -1.982 -2.742
H 2.586 -1.446 -3.086
H 1.764 0.274 -4.971
H -0.954 0.961 -2.748
H -0.099 2.237 -4.159
C -6.585 1.377 3.088
Br -7.197 -0.469 3.146
Br -6.787 2.261 4.809
Br -4.767 1.516 2.412
H -7.231 1.906 2.379
C -4.082 -3.023 -1.767
Br -4.762 -4.659 -2.571
Br -4.237 -1.505 -2.973
Br -4.911 -2.666 -0.044
H -3.014 -3.178 -1.582
C 6.510 -0.572 5.565
Br 7.947 -1.660 4.832
Br 4.777 -1.433 5.366
Br 6.857 -0.063 7.410
H 6.478 0.352 4.979
C -4.754 -3.432 -6.869
Br -5.292 -4.826 -8.114
Br -3.042 -2.648 -7.357
Br -6.136 -2.079 -6.657
H -4.621 -3.909 -5.893
```

Below is a 27-piece molecular cluster, C27H108N26O27 overall, with properties calculated with wB97M-V/def2-TZVPD.

Output
HOMO, eV: -8.423
LUMO level, eV: -0.3
Net charge: 0

```
188
C27H108N26O27 (wB97M-V/def2-TZVPD)
C 2.950 5.426 -0.494
O 4.289 5.534 -0.189
H 2.342 6.084 0.127
H 2.626 5.694 -1.500
H 2.718 4.381 -0.287
H 4.499 6.466 -0.284
C -3.701 3.964 0.846
O -3.901 4.697 -0.332
H -3.605 4.619 1.712
H -4.505 3.376 1.288
H -2.784 3.377 0.901
H -3.099 5.207 -0.465
C 4.037 1.075 -2.187
O 3.237 2.206 -2.279
H 4.791 1.231 -1.416
H 3.648 0.118 -1.839
H 4.616 0.712 -3.036
H 3.792 2.942 -2.549
C 1.980 -4.258 -0.813
O 2.869 -3.139 -0.679
H 2.445 -5.163 -1.204
H 1.789 -4.595 0.206
H 1.134 -3.908 -1.405
H 2.406 -2.386 -0.304
C 1.813 -2.268 -3.836
O 1.769 -3.579 -4.476
H 2.291 -1.703 -4.636
H 0.842 -1.783 -3.731
H 2.567 -2.229 -3.051
H 2.670 -3.878 -4.623
C -0.024 -2.511 2.469
O -0.790 -3.630 2.343
H -0.610 -1.678 2.857
H 0.756 -2.830 3.161
H 0.480 -2.402 1.508
H -0.886 -3.923 3.252
C 4.625 4.903 -3.808
O 5.026 4.290 -2.604
H 5.417 5.528 -4.221
H 4.602 4.214 -4.651
H 3.680 5.435 -3.694
H 4.973 5.046 -2.014
C -0.246 6.354 -1.475
O -1.303 6.362 -0.576
H 0.467 7.087 -1.097
H 0.339 5.437 -1.536
H -0.527 6.662 -2.482
H -1.251 7.222 -0.153
C 5.082 0.084 -5.905
O 5.691 -0.798 -5.006
H 5.640 1.015 -6.001
H 5.145 -0.172 -6.963
H 4.086 0.243 -5.491
H 6.262 -0.266 -4.446
C -6.589 0.986 -1.807
O -7.898 0.375 -1.588
H -5.833 0.798 -1.045
H -6.206 0.422 -2.657
H -6.751 2.009 -2.147
H -8.563 1.065 -1.530
C 1.674 2.931 -5.545
O 1.703 1.709 -4.713
H 1.463 3.782 -4.896
H 2.553 3.198 -6.132
H 0.911 2.780 -6.308
H 2.296 2.007 -4.020
C 3.383 -4.418 3.490
O 2.800 -5.158 4.450
H 4.170 -4.965 2.972
H 2.606 -4.202 2.757
H 3.833 -3.460 3.751
H 2.560 -6.023 4.108
C -3.577 -4.467 3.609
O -3.861 -5.641 2.770
H -4.137 -4.370 4.539
H -2.534 -4.461 3.925
H -3.676 -3.536 3.051
H -3.048 -6.130 2.624
C 4.690 2.585 1.467
O 4.497 3.883 2.010
H 4.112 1.869 2.051
H 4.319 2.323 0.476
H 5.705 2.198 1.380
H 4.412 4.500 1.279
C -2.393 -1.292 5.791
O -3.443 -1.768 5.433
N -2.236 -0.161 6.321
N -1.197 -1.888 5.749
H -1.331 0.266 6.185
H -3.001 0.490 6.426
H -0.388 -1.319 5.956
H -1.155 -2.845 5.430
C 0.935 0.748 5.490
O -0.020 1.300 5.989
N 1.166 0.755 4.225
N 1.795 0.063 6.144
H 1.861 0.177 3.774
H 0.631 1.436 3.706
H 1.772 -0.218 7.114
H 2.553 -0.275 5.567
C 0.692 3.590 1.685
O 0.777 4.568 2.407
N -0.008 3.498 0.575
N 1.522 2.580 1.755
H 0.211 2.759 -0.077
H -0.725 4.193 0.420
H 2.304 2.561 2.394
H 1.377 1.856 1.065
C -2.387 2.220 -2.408
O -2.063 1.654 -1.419
N -2.928 3.401 -2.443
N -1.983 1.951 -3.565
H -3.213 3.803 -1.562
H -2.750 3.979 -3.252
H -1.932 2.670 -4.273
H -1.559 1.061 -3.784
C 5.571 -5.591 0.676
O 4.916 -6.610 0.700
N 6.746 -5.567 1.077
N 5.213 -4.368 0.208
H 7.326 -4.744 1.006
H 7.175 -6.429 1.381
H 5.933 -3.717 -0.069
H 4.296 -3.961 0.090
C -5.825 -2.906 0.323
O -4.724 -2.601 -0.153
N -5.870 -3.863 1.176
N -7.001 -2.449 0.061
H -4.984 -4.293 1.401
H -6.629 -3.999 1.827
H -7.171 -1.808 -0.700
H -7.822 -2.798 0.534
C -4.501 -1.615 -3.586
O -4.477 -1.408 -4.755
N -5.573 -2.055 -2.892
N -3.452 -1.536 -2.732
H -5.387 -2.511 -2.010
H -6.409 -2.107 -3.457
H -3.671 -1.447 -1.750
H -2.602 -1.161 -3.130
C 0.618 -0.010 -0.233
O 1.664 -0.549 0.093
N -0.456 0.069 0.373
N 0.548 0.885 -1.169
H -1.181 0.713 0.091
H -0.511 -0.518 1.193
H 1.309 1.194 -1.757
H -0.419 1.147 -1.299
C -3.726 0.027 2.114
O -2.951 0.868 2.526
N -4.154 -1.045 2.668
N -4.299 0.062 1.001
H -4.666 -1.676 2.068
H -3.924 -1.322 3.612
H -4.272 0.895 0.430
H -4.473 -0.820 0.541
C -2.092 -5.270 -0.644
O -2.771 -5.811 -1.509
N -2.597 -4.393 0.164
N -0.929 -5.680 -0.316
H -3.513 -4.014 -0.031
H -2.142 -4.046 0.996
H -0.536 -6.410 -0.893
H -0.443 -5.183 0.417
C 4.368 -0.771 2.660
O 3.504 -0.266 3.417
N 5.526 -1.218 3.018
N 4.210 -0.885 1.375
H 5.814 -0.930 3.942
H 6.129 -1.444 2.240
H 4.865 -1.264 0.705
H 3.361 -0.519 0.967
C -3.025 3.424 4.973
O -2.924 4.222 5.887
N -2.023 2.848 4.331
N -4.194 3.079 4.420
H -1.091 3.162 4.561
H -2.262 2.224 3.574
H -4.295 2.443 3.642
H -5.001 3.559 4.791
C -1.101 -0.259 -5.570
O -0.985 -0.488 -4.417
N -2.264 -0.193 -6.191
N -0.019 -0.089 -6.271
H -3.020 -0.578 -5.643
H -2.466 -0.110 -7.177
H -0.037 -0.080 -7.281
H 0.717 0.276 -5.685
```

Below is the molecule CH3Cl3Si, with properties calculated with wB97M-V/def2-TZVPD.

Output
Multiplicity: 3
HOMO (alpha / beta), eV: -5.407 / -11.270
Energy relative to the best compared isomer or geometry (same formula, charge and spin), kJ/mol: 1.7
LUMO level (alpha / beta), eV: 0.6 / -4.5
Net charge: 0

```
8
CH3Cl3Si (wB97M-V/def2-TZVPD)
C 1.178 0.093 0.080
Si -0.746 0.235 -0.061
Cl -1.918 -2.064 -0.465
Cl -1.574 0.485 1.704
Cl -1.624 1.171 -1.530
H 1.670 -0.683 -0.438
H 1.774 0.882 -0.408
H 1.238 -0.118 1.119
```

Respective max |F| values: 1.283; 9.724; 9.186; 4.108 eV/Å.